(1)
Below is a molecular structure, C44H38BrF4N4O5PSY, with properties calculated with ωB97M-V/def2-TZVPD.

Each line ends with the Mulliken charge.
Cartesian coordinates (Å):
Y1 -1.283 -0.176 0.475  0.109
C1 -0.413 -0.981 4.870  -1.668
C2 -1.061 -0.074 3.846  1.902
C3 -1.258 1.346 4.346  -1.707
O1 -0.230 -0.045 2.641  1.669
C4 -2.418 -0.646 3.383  -0.148
O2 -3.179 -1.149 4.172  -0.652
O3 -2.622 -0.508 2.103  -0.435
H1 0.540 -0.562 5.202  0.439
H2 -0.238 -1.970 4.444  0.229
H3 -1.075 -1.089 5.727  0.397
H4 -0.311 1.756 4.709  0.425
H5 -1.969 1.350 5.171  0.480
H6 -1.641 1.980 3.545  0.173
H7 0.539 0.523 2.786  -0.653
F1 1.243 -7.613 2.129  -0.267
C5 1.275 -6.342 1.767  0.527
C6 2.475 -5.739 1.439  0.372
F2 3.603 -6.428 1.487  -0.278
C7 2.478 -4.407 1.062  0.088
F3 3.657 -3.858 0.774  -0.376
C8 1.319 -3.646 0.994  -0.049
P1 1.361 -1.915 0.390  1.700
C9 2.269 -2.022 -1.186  0.720
C10 3.630 -1.751 -1.311  -0.417
C11 4.240 -1.823 -2.554  -0.775
C12 3.504 -2.174 -3.677  -0.654
C13 2.150 -2.449 -3.559  -0.653
C14 1.534 -2.363 -2.319  -0.717
C15 2.441 -1.035 1.553  0.561
C16 2.684 -1.504 2.841  -1.035
C17 3.371 -0.713 3.753  -0.864
C18 3.815 0.550 3.387  -0.811
C19 3.576 1.022 2.102  -0.840
C20 2.888 0.238 1.186  -0.348
C21 0.124 -4.275 1.351  -0.232
Br1 -1.541 -3.363 1.445  0.047
C22 0.104 -5.605 1.728  0.087
F4 -1.034 -6.204 2.066  -0.314
H8 4.215 -1.482 -0.441  0.461
H9 5.297 -1.609 -2.645  0.448
H10 3.985 -2.229 -4.645  0.421
H11 1.570 -2.719 -4.433  0.495
H12 0.475 -2.571 -2.234  0.261
H13 2.331 -2.481 3.146  0.428
H14 3.559 -1.087 4.752  0.504
H15 4.355 1.161 4.099  0.440
H16 3.923 2.005 1.808  0.520
H17 2.688 0.621 0.194  0.606
N1 -5.966 4.713 0.225  -0.449
C23 -5.699 3.599 0.143  -0.174
C24 -5.355 2.211 0.036  0.156
C25 -6.317 1.213 0.156  -0.239
C26 -5.916 -0.106 0.043  -1.012
C27 -4.581 -0.371 -0.187  -0.069
N2 -3.647 0.579 -0.288  0.100
C28 -4.028 1.851 -0.172  -0.469
H18 -7.351 1.473 0.339  0.527
H19 -6.623 -0.917 0.140  0.451
H20 -4.238 -1.396 -0.277  0.299
H21 -3.253 2.604 -0.221  0.711
N3 -2.137 -3.716 -6.172  -0.301
C29 -2.057 -2.405 -5.902  0.167
S1 -2.053 -1.269 -7.086  -0.351
C30 -1.982 -2.037 -4.451  1.191
C31 -2.276 -2.932 -3.425  -0.945
C32 -2.162 -2.524 -2.109  -1.379
N4 -1.786 -1.293 -1.759  1.064
C33 -1.530 -0.422 -2.745  -0.723
C34 -1.612 -0.748 -4.081  -0.586
H22 -2.201 -4.003 -7.135  0.214
H23 -2.086 -4.430 -5.468  0.152
H24 -2.612 -3.943 -3.606  0.372
H25 -2.370 -3.216 -1.302  0.395
H26 -1.227 0.575 -2.449  0.315
H27 -1.385 -0.017 -4.844  0.484
C35 2.553 7.223 -1.006  -1.508
C36 1.892 5.893 -0.772  0.581
C37 1.430 5.128 -1.836  -1.187
C38 0.810 3.902 -1.635  1.002
C39 0.322 3.088 -2.806  -1.229
C40 0.635 3.453 -0.322  -0.232
C41 1.083 4.203 0.769  0.598
C42 0.893 3.721 2.185  -1.007
C43 1.718 5.410 0.520  -1.085
C44 -0.056 2.156 -0.081  2.135
O4 -1.139 2.114 0.587  -0.503
O5 0.430 1.070 -0.531  -0.420
H28 2.805 7.362 -2.055  0.382
H29 3.466 7.317 -0.418  0.376
H30 1.888 8.037 -0.710  0.314
H31 1.558 5.494 -2.849  0.354
H32 0.487 3.616 -3.743  0.463
H33 -0.751 2.890 -2.727  0.236
H34 0.844 2.131 -2.852  0.157
H35 1.037 2.640 2.255  -0.199
H36 -0.108 3.953 2.549  0.360
H37 1.618 4.191 2.849  0.445
H38 2.090 5.992 1.357  0.454

M: 1010.7 g/mol
largest force on an atom: 0.0080 Eh/bohr
E: -164523.650 eV
net charge: +1
LUMO level: -3.5 eV
HOMO: -11.2 eV

---

(2)
Below is a molecular structure, C44H38FeN3OP2, with properties calculated with ωB97M-V/def2-TZVPD.

Each line ends with the Mulliken charge.
Cartesian coordinates (Å):
Fe1 -0.230 -0.979 0.071  0.443
C1 -1.113 -2.945 2.533  -1.414
P1 -0.744 -1.164 2.320  1.912
C2 -2.057 -0.271 3.201  -0.033
C3 -2.786 -0.885 4.219  -0.956
C4 -3.735 -0.170 4.935  -0.799
C5 -3.962 1.170 4.651  -0.670
C6 -3.231 1.796 3.652  -0.689
C7 -2.287 1.076 2.933  -0.100
C8 0.736 -0.887 3.353  0.279
C9 1.805 -1.771 3.190  -0.466
C10 2.950 -1.631 3.955  -0.733
C11 3.054 -0.587 4.868  -0.674
C12 2.004 0.304 5.023  -0.795
C13 0.840 0.149 4.274  -0.306
C14 -0.823 -3.630 1.233  -0.070
C15 -0.973 -4.939 0.872  -0.991
C16 -0.632 -5.030 -0.509  -1.218
C17 -0.293 -3.772 -0.918  -0.089
C18 0.142 -3.263 -2.255  -0.789
P2 0.062 -1.436 -2.203  1.576
C19 -1.520 -1.006 -2.992  -0.050
C20 -1.673 0.136 -3.773  -0.381
C21 -2.933 0.503 -4.234  -0.873
C22 -4.043 -0.269 -3.920  -0.560
C23 -3.895 -1.413 -3.144  -0.779
C24 -2.640 -1.778 -2.677  -0.534
C25 1.315 -0.927 -3.418  0.192
C26 1.205 -1.421 -4.720  -0.741
C27 2.141 -1.080 -5.681  -0.744
C28 3.202 -0.240 -5.357  -0.606
C29 3.325 0.247 -4.066  -0.686
C30 2.385 -0.098 -3.101  0.377
N1 -0.400 -2.885 0.145  0.361
H1 -2.164 -3.062 2.802  0.586
H2 -0.514 -3.327 3.361  0.537
H3 -2.612 -1.921 4.474  0.469
H4 -4.293 -0.660 5.721  0.439
H5 -4.702 1.724 5.213  0.403
H6 -3.392 2.845 3.434  0.481
H7 -1.717 1.583 2.171  0.592
H8 1.734 -2.580 2.469  0.402
H9 3.764 -2.336 3.840  0.470
H10 3.950 -0.477 5.466  0.397
H11 2.076 1.111 5.740  0.464
H12 0.015 0.834 4.427  0.416
H13 -1.293 -5.744 1.515  0.542
H14 -0.638 -5.918 -1.122  0.532
H15 -0.494 -3.635 -3.061  0.519
H16 1.172 -3.531 -2.499  0.587
H17 -0.809 0.737 -4.034  0.471
H18 -3.044 1.387 -4.849  0.452
H19 -5.020 0.012 -4.289  0.427
H20 -4.756 -2.025 -2.908  0.471
H21 -2.531 -2.668 -2.064  0.372
H22 0.377 -2.067 -4.988  0.391
H23 2.044 -1.467 -6.687  0.432
H24 3.932 0.026 -6.110  0.404
H25 4.153 0.892 -3.804  0.480
H26 2.512 0.266 -2.094  0.180
C31 3.983 0.303 1.024  -2.249
C32 2.639 0.621 0.435  0.670
O1 1.761 -0.247 0.428  -0.055
C33 2.370 1.928 -0.165  0.697
C34 3.316 2.924 -0.175  -0.733
C35 3.108 4.122 -0.859  -1.113
C36 1.921 4.316 -1.623  -0.804
C37 0.945 3.386 -1.621  -1.432
C38 1.033 2.126 -0.817  2.662
H27 4.016 -0.756 1.261  0.413
H28 4.132 0.876 1.943  0.388
H29 4.791 0.551 0.336  0.526
H30 4.252 2.776 0.347  0.508
H31 3.864 4.894 -0.835  0.456
H32 1.809 5.220 -2.206  0.472
H33 0.047 3.533 -2.210  0.511
H34 0.842 1.288 -1.497  -1.480
N2 0.467 5.145 1.614  -0.593
C39 -0.155 4.341 1.075  -0.355
C40 -0.877 3.285 0.430  0.132
C41 -2.157 3.443 -0.004  -0.202
C42 -2.823 2.338 -0.554  -1.772
C43 -2.201 1.069 -0.539  -0.555
N3 -0.981 0.858 -0.124  2.410
C44 -0.136 1.994 0.244  0.186
H35 -2.657 4.397 0.101  0.642
H36 -3.834 2.426 -0.926  0.496
H37 -2.763 0.199 -0.859  0.700
H38 0.345 1.742 1.194  0.168

M: 742.6 g/mol
spin multiplicity: 5
largest force on an atom: 0.0076 Eh/bohr
ΔE to the lowest compared entry with this formula, charge and spin: 240.5 kJ/mol
E: -105721.316 eV
net charge: +1
LUMO level (alpha / beta): -2.7 / -4.7 eV
HOMO (alpha / beta): -9.8 / -9.7 eV